Record 1
{"formula": "C4H11N3O2", "method": "wB97M-V/def2-TZVPD", "smiles": "CN=C(N)N.CC(=O)O", "homo_lumo_gap_ev": 9.65, "fmax_ev_per_a": 1.39, "lumo_ev": 0.7, "de_lowest_kj_mol": 71.5, "elements": ["C", "C", "O", "O", "H", "H", "H", "C", "C", "N", "N", "N", "H", "H", "H", "H", "H", "H", "H", "H"], "positions_angstrom": [[-2.14484, 0.96367, 2.58691], [-0.83846, 0.21199, 2.51927], [0.17417, 0.95968, 1.96301], [-0.64911, -0.88700, 2.94452], [-1.91445, 1.92348, 3.06366], [-2.87694, 0.41739, 3.16001], [-2.44354, 1.20242, 1.57171], [0.01006, -1.62580, -0.55567], [1.07138, 0.10784, -1.73594], [0.44329, -0.25288, -0.68609], [1.51818, 1.40118, -1.85136], [1.48427, -0.74878, -2.72724], [0.11704, 0.82351, 0.98828], [-0.56609, -2.07151, -1.37272], [-0.58832, -1.71777, 0.36268], [1.46098, 1.98205, -1.03513], [2.16895, 1.68316, -2.55758], [1.06908, -1.66420, -2.68596], [1.65953, -0.42693, -3.66390], [0.84482, -2.28151, -0.28846]], "forces_ev_per_angstrom": [[0.9, 0.3, 0.2], [0.1, 0.4, 0.0], [-0.4, -0.2, -0.2], [-0.1, -0.2, 0.1], [-0.2, -0.1, 0.0], [-0.3, -0.1, -0.1], [-0.3, -0.1, -0.1], [0.1, -0.3, 1.3], [0.8, 0.1, 0.3], [-0.6, 0.3, 0.0], [-0.4, 0.2, -0.2], [-0.1, -0.4, -0.2], [0.4, -0.2, -0.1], [0.1, 0.2, -0.2], [-0.2, 0.2, -0.4], [-0.1, -0.1, 0.0], [0.1, -0.2, 0.0], [0.0, 0.0, -0.1], [0.0, 0.2, 0.1], [0.3, -0.1, -0.5]]}

=====

Record 2
{"formula": "C4H11N3O3S", "method": "wB97M-V/def2-TZVPD", "homo_lumo_gap_ev": 9.06, "fmax_ev_per_a": 5.41, "lumo_ev": 0.8, "de_lowest_kj_mol": 465.1, "elements": ["C", "C", "C", "C", "N", "N", "N", "O", "O", "O", "S", "H", "H", "H", "H", "H", "H", "H", "H", "H", "H", "H"], "positions_angstrom": [[-1.91980, 0.65492, -0.67821], [-3.56441, -0.97883, -1.39994], [2.22928, -1.29062, 1.99156], [2.46634, 1.07160, 1.42420], [0.46534, -0.06729, 1.03907], [-2.28071, -0.50254, -1.06140], [1.56385, -0.03914, 1.47241], [0.42860, 2.00646, -0.39295], [0.53397, -0.46574, -1.27638], [-0.62450, 1.25387, -2.49947], [-0.14454, 0.77745, -0.89647], [-4.23596, -0.20225, -1.30737], [-3.75322, -1.42940, -2.34850], [-3.89297, -1.64760, -0.67293], [2.50468, -1.13950, 3.01054], [1.51815, -1.98048, 1.86329], [3.07610, -1.33860, 1.37201], [2.87079, 1.45937, 2.41932], [3.32787, 0.89030, 0.89127], [2.05908, 2.05503, 0.96068], [-1.66176, -1.24105, -1.26934], [-0.96620, 2.15404, -2.64137]], "forces_ev_per_angstrom": [[-0.1, 1.0, 0.7], [-1.2, 0.4, 0.4], [0.8, 3.7, 0.4], [-0.2, 5.2, 1.3], [-2.8, -1.4, 0.2], [0.3, -1.2, -0.7], [1.5, -0.4, 1.1], [-0.2, -0.4, -0.9], [-0.2, 1.3, 0.3], [0.5, -0.5, 0.4], [0.0, 1.5, -2.5], [-1.5, 2.0, 0.0], [0.9, -0.2, -0.9], [-0.4, -1.6, 1.3], [0.3, 0.0, 0.8], [-2.2, -3.0, -0.5], [1.2, -0.8, -0.7], [-0.9, -1.2, -0.7], [1.9, -1.0, -1.4], [0.1, -2.2, 0.7], [2.0, -0.7, -0.2], [0.3, -0.3, 0.8]]}

=====

Record 3
{"formula": "C4H11N3S", "method": "wB97M-V/def2-TZVPD", "smiles": "CNC[C@H](N)/C=N\\S", "homo_lumo_gap_ev": 9.59, "fmax_ev_per_a": 2.51, "lumo_ev": 0.8, "de_lowest_kj_mol": 178.8, "elements": ["C", "C", "C", "C", "H", "H", "H", "H", "H", "H", "H", "H", "H", "H", "H", "N", "N", "N", "S"], "positions_angstrom": [[2.03002, -1.52820, 0.42603], [0.31809, -0.20573, -0.73919], [-0.62380, 1.00815, -0.25998], [-1.41763, 0.67921, 0.91780], [1.94633, -2.42293, -0.27086], [1.30421, -1.76555, 1.22042], [3.01940, -1.48163, 0.91498], [2.39401, 0.04363, -0.72136], [-0.27711, -1.15177, -0.60412], [0.45161, -0.02700, -1.85310], [-1.35839, 1.14472, -1.07396], [0.62860, 2.33735, -0.95134], [0.82741, 2.07202, 0.61880], [-1.05093, 1.14578, 1.89684], [-4.34018, -1.14353, 0.06167], [1.65428, -0.24965, -0.08305], [0.10870, 2.23997, -0.09362], [-2.47526, -0.01334, 1.00315], [-3.13935, -0.68151, -0.40911]], "forces_ev_per_angstrom": [[-0.7, -1.7, 1.0], [-0.3, 0.4, -0.7], [0.7, -1.0, -1.6], [0.2, 0.5, 2.4], [0.4, 1.0, 0.3], [0.3, -0.1, 0.0], [-0.4, -0.1, -0.4], [-0.6, 0.2, 0.1], [0.9, 0.7, -0.1], [-0.2, -0.4, 1.1], [0.3, 0.0, 0.0], [0.3, 0.5, -0.3], [-0.2, 0.1, -0.2], [-0.5, -0.7, -1.2], [0.8, 0.4, 0.2], [-0.5, 0.7, -1.0], [0.3, -0.1, 0.5], [-0.5, -0.1, 0.2], [-0.2, -0.2, -0.4]]}

=====

Record 4
{"formula": "C4H11N4S", "method": "wB97M-V/def2-TZVPD", "homo_lumo_gap_ev": [7.01, 7.01], "fmax_ev_per_a": 3.56, "lumo_ev": [-4.9, -4.9], "de_lowest_kj_mol": 237.4, "charge": 1, "elements": ["C", "C", "C", "C", "N", "N", "N", "N", "S", "H", "H", "H", "H", "H", "H", "H", "H", "H", "H", "H"], "positions_angstrom": [[0.71881, 0.32091, -0.25268], [-0.64018, 1.26479, 1.99760], [2.71143, 1.55969, -1.16389], [-1.91519, -2.00162, -0.78177], [-0.05130, -0.68742, -0.37927], [-1.28145, 1.99451, 2.93229], [2.07802, 0.29052, -0.56597], [-1.28987, -1.06253, 0.09461], [0.14074, 1.90134, 0.66765], [-0.58839, 0.17142, 2.13825], [2.08675, 2.04818, -1.87355], [3.09001, 2.27461, -0.38658], [3.73165, 1.25037, -1.51323], [-1.48319, -1.75989, -1.81516], [-1.68555, -3.09440, -0.66754], [-2.99170, -1.92661, -0.70213], [-1.71039, 1.65194, 3.76639], [-1.10214, 2.99289, 2.99693], [2.11814, -0.51468, -1.16967], [-1.81812, -0.26385, 0.56550]], "forces_ev_per_angstrom": [[-1.8, -1.0, 1.2], [-0.6, 0.1, 1.7], [1.9, -1.5, 1.9], [0.4, -0.9, -2.5], [0.8, 0.5, 0.0], [1.6, 0.1, -1.6], [-0.5, 2.0, -0.3], [1.5, 2.6, 1.9], [0.3, -0.2, -0.3], [-0.3, 0.5, 0.1], [-0.2, 0.3, -0.8], [-1.2, -0.6, -0.2], [-1.3, 0.0, -0.5], [-1.4, -0.4, 1.1], [0.2, 1.1, 0.7], [-0.2, 0.3, -0.3], [-0.1, -0.9, 0.2], [-0.2, -0.1, -0.4], [0.7, -0.3, -0.3], [0.4, -1.7, -1.5]]}

=====

Record 5
{"formula": "C4H11N5", "method": "wB97M-V/def2-TZVPD", "homo_lumo_gap_ev": [8.23, 6.35], "fmax_ev_per_a": 2.58, "lumo_ev": [0.5, -0.5], "de_lowest_kj_mol": 507.5, "elements": ["C", "C", "C", "N", "N", "H", "H", "H", "H", "H", "H", "N", "N", "C", "N", "H", "H", "H", "H", "H"], "positions_angstrom": [[-1.56276, -0.75832, 1.71725], [-1.25604, -0.29643, 0.42155], [-1.55688, -0.74943, -0.80283], [-0.65448, 0.99345, 0.64545], [-1.02348, 2.02475, -0.01294], [-0.80090, 2.88366, 0.49560], [-0.91156, -0.60181, 2.55937], [-0.31292, 1.00199, 1.64483], [-2.47462, -1.30729, 1.89473], [-2.02193, -1.70935, -0.92978], [-1.42411, -0.13152, -1.67052], [1.30721, 1.43835, -1.56988], [2.18465, -1.40691, 0.37566], [1.73529, -0.60182, -0.63975], [1.56262, 0.64863, -0.47388], [0.95683, 0.90704, -2.37278], [0.59480, 2.12426, -1.30070], [2.12755, -0.99154, 1.29405], [1.89417, -2.37111, 0.33701], [1.63655, -1.09660, -1.61246]], "forces_ev_per_angstrom": [[-0.5, -1.0, 0.0], [0.2, 0.6, -0.2], [-0.1, 0.1, 0.2], [-0.1, -1.0, 2.4], [-0.4, 1.0, -0.7], [0.2, -0.3, 0.1], [0.2, 0.2, 0.1], [-0.2, 0.8, -1.5], [0.1, -0.2, 0.0], [-0.1, -0.2, 0.1], [0.1, 0.2, -0.2], [-0.1, 0.4, -0.7], [0.1, -0.3, 0.4], [0.0, 0.8, -0.6], [0.6, -0.8, 0.4], [0.0, 0.1, 0.2], [0.2, -0.4, -0.2], [0.0, -0.1, 0.0], [0.0, 0.1, 0.0], [-0.1, 0.1, 0.1]]}

=====

Record 6
{"formula": "C4H11N5O", "method": "wB97M-V/def2-TZVPD", "smiles": "NN(CNC=[NH2+])C(O)=C=[NH2+]", "homo_lumo_gap_ev": 9.35, "fmax_ev_per_a": 4.97, "lumo_ev": -8.2, "de_lowest_kj_mol": 344.0, "charge": 2, "elements": ["C", "C", "C", "C", "N", "N", "N", "N", "N", "O", "H", "H", "H", "H", "H", "H", "H", "H", "H", "H", "H"], "positions_angstrom": [[0.24185, -1.40219, 0.58924], [-0.48071, -0.84672, 1.57410], [1.01937, 0.88976, 0.07109], [-1.08337, 0.93854, -1.05501], [0.99990, -0.50340, -0.16993], [0.01210, 1.63258, -0.78760], [-0.54073, -0.61009, 2.81491], [1.82053, -1.14285, -1.13727], [-2.26056, 1.42296, -1.28196], [0.06304, -2.56110, 0.08452], [0.72465, 1.05655, 1.10760], [2.08483, 1.21875, 0.00225], [-0.80308, -0.14796, -1.26127], [0.09310, 2.68135, -0.58438], [0.11842, -1.12181, 3.42171], [-1.37779, -0.31934, 3.35731], [2.84651, -0.94292, -1.07866], [1.59310, -1.00288, -2.13044], [-3.02350, 0.88095, -1.59884], [0.28419, -2.56571, -0.79223], [-2.33187, 2.44552, -1.14514]], "forces_ev_per_angstrom": [[1.4, 1.9, -1.6], [-1.7, 0.5, 1.2], [0.8, 0.3, 0.4], [1.2, -1.2, -1.3], [0.9, -1.5, -1.1], [1.2, 1.2, 1.6], [0.2, -1.9, 1.2], [1.0, 0.3, -0.6], [1.2, 2.0, 0.7], [-1.8, -1.1, 4.5], [0.1, 0.2, 0.0], [-1.1, 0.3, -0.5], [-1.2, 1.5, 0.5], [-0.8, -1.9, -0.7], [0.0, 0.5, 0.0], [0.5, 0.5, -1.0], [-1.3, -0.2, 0.7], [-0.5, 0.4, 0.7], [-0.9, -0.5, -0.4], [1.6, -0.4, -4.0], [-0.7, -0.9, -0.3]]}